(1)
{"formula": "C18H35IN2O2P", "method": "ωB97M-V with the def2-TZVPD basis set", "symbols": ["C", "C", "I", "C", "P", "C", "C", "C", "O", "N", "C", "O", "H", "H", "H", "H", "H", "H", "H", "H", "H", "H", "H", "C", "C", "C", "C", "N", "C", "C", "C", "C", "C", "C", "C", "H", "H", "H", "H", "H", "H", "H", "H", "H", "H", "H", "H", "H", "H", "H", "H", "H", "H", "H", "H", "H", "H", "H", "H"], "xyz": [[-0.05, -0.62, 7.08], [0.33, -0.13, 5.69], [-0.76, -1.19, 4.16], [1.83, -0.21, 5.36], [2.11, 0.89, 3.89], [3.39, 0.13, 2.81], [2.61, -0.49, 1.61], [2.98, -1.92, 1.26], [3.33, -0.69, 0.44], [2.79, 2.38, 4.59], [1.97, 3.27, 4.37], [1.22, 4.15, 4.33], [0.47, -0.08, 7.86], [-1.12, -0.45, 7.21], [0.09, -1.70, 7.19], [0.03, 0.92, 5.59], [2.37, 0.19, 6.22], [2.17, -1.24, 5.18], [3.97, -0.68, 3.26], [4.03, 0.90, 2.37], [1.55, -0.23, 1.52], [4.01, -2.25, 1.33], [2.28, -2.53, 0.71], [1.52, 1.73, -3.56], [1.04, 1.52, -2.13], [0.75, 0.06, -1.78], [-0.37, -0.62, -2.55], [-1.79, -0.12, -2.29], [-2.73, -1.31, -2.22], [-2.51, -1.90, -0.84], [-2.18, -0.69, 0.05], [-1.98, 0.48, -0.91], [-2.23, 0.88, -3.34], [-2.74, 0.30, -4.66], [-1.73, -0.40, -5.57], [0.75, 1.50, -4.29], [1.81, 2.77, -3.71], [2.39, 1.11, -3.77], [0.17, 2.16, -1.94], [1.82, 1.88, -1.45], [0.59, -0.04, -0.71], [1.66, -0.51, -1.98], [-0.36, -1.68, -2.31], [-0.19, -0.55, -3.62], [-3.75, -0.92, -2.33], [-2.51, -2.00, -3.03], [-1.68, -2.60, -0.85], [-3.39, -2.45, -0.49], [-1.28, -0.88, 0.64], [-2.98, -0.47, 0.75], [-1.15, 1.13, -0.65], [-2.88, 1.08, -0.95], [-1.40, 1.56, -3.51], [-3.04, 1.45, -2.90], [-3.15, 1.15, -5.21], [-3.59, -0.36, -4.49], [-0.84, 0.22, -5.72], [-2.18, -0.58, -6.54], [-1.43, -1.37, -5.17]], "nbo_charge": [-0.64, -0.26, 0.03, -0.76, 0.93, -0.77, 0.08, -0.16, -0.52, -0.82, 0.87, -0.47, 0.23, 0.23, 0.22, 0.22, 0.25, 0.24, 0.24, 0.27, 0.19, 0.23, 0.18, -0.61, -0.41, -0.42, -0.23, -0.22, -0.21, -0.43, -0.43, -0.22, -0.20, -0.43, -0.62, 0.18, 0.23, 0.22, 0.19, 0.23, 0.21, 0.25, 0.22, 0.24, 0.22, 0.24, 0.22, 0.25, 0.23, 0.24, 0.25, 0.22, 0.23, 0.22, 0.24, 0.21, 0.21, 0.24, 0.20], "e_lumo_ev": -2.19, "energy_ha": -1605.608716, "multiplicity": 1, "total_charge": 1, "gap_ev": 8.42, "largest_force_ha_per_bohr": 0.059}



(2)
{"formula": "C18H35N2O", "method": "ωB97M-V with the def2-TZVPD basis set", "symbols": ["C", "C", "C", "C", "C", "C", "C", "C", "C", "O", "C", "H", "H", "H", "H", "H", "H", "H", "H", "H", "H", "H", "H", "H", "H", "H", "H", "H", "H", "H", "H", "H", "C", "C", "C", "C", "N", "H", "H", "H", "H", "H", "H", "H", "C", "C", "C", "C", "N", "H", "H", "H", "H", "H", "H", "H"], "xyz": [[-5.18, 0.92, 2.62], [-4.44, -0.37, 2.90], [-2.98, -0.42, 2.38], [-2.17, 0.79, 2.78], [-0.86, 0.98, 1.97], [-0.87, 2.35, 1.29], [0.51, 2.83, 0.85], [1.25, 3.64, 1.90], [0.45, 4.81, 2.42], [-0.25, 5.44, 1.38], [-1.32, 6.19, 1.86], [-5.86, 1.19, 3.43], [-5.67, 0.91, 1.65], [-4.94, -1.26, 2.50], [-4.38, -0.56, 3.98], [-2.50, -1.28, 2.85], [-2.96, -0.61, 1.32], [-2.75, 1.70, 2.69], [-1.94, 0.69, 3.83], [0.01, 0.93, 2.62], [-0.78, 0.20, 1.23], [-1.33, 3.06, 1.97], [-1.52, 2.30, 0.42], [1.13, 1.98, 0.58], [0.41, 3.42, -0.05], [2.13, 4.06, 1.41], [1.61, 3.04, 2.71], [1.10, 5.51, 2.95], [-0.28, 4.45, 3.15], [-0.98, 6.99, 2.53], [-1.83, 6.66, 1.03], [-2.04, 5.57, 2.38], [-1.14, -1.57, -2.59], [0.35, -1.39, -2.34], [0.91, -2.37, -1.31], [0.24, -2.20, -0.01], [-0.30, -2.05, 0.98], [-1.72, -1.39, -1.69], [-1.48, -0.88, -3.36], [-1.35, -2.59, -2.94], [0.54, -0.36, -2.01], [0.90, -1.52, -3.28], [1.98, -2.21, -1.17], [0.76, -3.40, -1.65], [5.17, -3.58, -3.93], [4.57, -4.80, -3.24], [3.47, -5.47, -4.06], [2.36, -4.54, -4.30], [1.49, -3.82, -4.46], [4.42, -2.80, -4.08], [5.97, -3.15, -3.32], [5.59, -3.84, -4.90], [4.17, -4.50, -2.26], [5.36, -5.53, -3.05], [3.08, -6.34, -3.54], [3.86, -5.80, -5.02]], "nbo_charge": [-1.00, -0.41, -0.39, -0.44, -0.39, -0.40, -0.39, -0.41, -0.06, -0.54, -0.25, 0.14, 0.13, 0.13, 0.16, 0.17, 0.17, 0.24, 0.17, 0.17, 0.20, 0.19, 0.20, 0.19, 0.20, 0.19, 0.20, 0.16, 0.17, 0.15, 0.18, 0.18, -0.61, -0.38, -0.50, 0.27, -0.31, 0.23, 0.21, 0.20, 0.21, 0.22, 0.23, 0.24, -0.61, -0.38, -0.51, 0.29, -0.34, 0.22, 0.22, 0.20, 0.21, 0.21, 0.25, 0.24], "e_lumo_ev": 1.82, "energy_ha": -891.472771, "multiplicity": 1, "total_charge": -1, "gap_ev": 2.13, "de_lowest_kcal_mol": 0.0, "largest_force_ha_per_bohr": 0.019}



(3)
{"formula": "C18H35NNdP2S2", "method": "ωB97M-V with the def2-TZVPD basis set", "symbols": ["Nd", "S", "S", "C", "C", "C", "N", "C", "C", "H", "H", "H", "H", "H", "H", "H", "H", "C", "H", "H", "H", "H", "H", "H", "H", "C", "C", "H", "H", "H", "H", "C", "P", "C", "C", "C", "C", "C", "C", "C", "P", "C", "C", "H", "H", "H", "H", "H", "H", "H", "H", "H", "H", "H", "H", "H", "H", "H", "H"], "xyz": [[-0.04, 0.70, -0.77], [-0.71, 3.39, 0.15], [-0.02, -1.00, -3.14], [-2.11, 3.36, 1.33], [-1.55, 3.96, -1.36], [-2.28, 2.88, -2.16], [-1.34, 1.85, -2.67], [-1.99, 0.92, -3.64], [-0.95, 0.04, -4.32], [-0.78, 4.44, -1.97], [-2.27, 4.73, -1.04], [-2.81, 3.36, -3.00], [-3.03, 2.38, -1.54], [-2.53, 1.49, -4.41], [-2.72, 0.32, -3.10], [-0.20, 0.64, -4.84], [-1.43, -0.65, -5.03], [-1.18, -2.40, -2.93], [-0.62, 2.35, -3.20], [-2.22, -2.06, -2.94], [-0.97, -2.92, -1.98], [-0.99, -3.09, -3.77], [-1.85, 2.71, 2.18], [-3.03, 3.00, 0.84], [-2.25, 4.38, 1.69], [2.09, 1.63, -1.59], [2.44, 0.89, -0.47], [1.90, 2.72, -1.53], [2.17, 1.22, -2.61], [2.51, 1.35, 0.53], [2.94, -0.09, -0.54], [0.04, 1.45, 3.80], [0.15, 0.48, 2.25], [-1.53, -0.31, 2.22], [1.38, -0.82, 2.65], [2.36, -0.59, 3.64], [3.32, -1.56, 3.93], [3.36, -2.75, 3.21], [2.48, -2.94, 2.14], [1.53, -1.97, 1.83], [0.62, -2.10, 0.25], [1.76, -2.97, -0.90], [-0.62, -3.37, 0.74], [-0.88, 2.05, 3.81], [0.91, 2.12, 3.86], [0.05, 0.78, 4.69], [-1.72, -0.91, 1.32], [-1.64, -0.95, 3.10], [-2.28, 0.49, 2.25], [2.38, 0.36, 4.20], [4.04, -1.38, 4.73], [4.10, -3.51, 3.45], [2.59, -3.84, 1.53], [2.09, -3.92, -0.47], [1.26, -3.14, -1.87], [2.64, -2.34, -1.09], [-0.11, -4.32, 0.94], [-1.12, -3.03, 1.66], [-1.36, -3.50, -0.05]], "nbo_charge": [1.60, 0.23, 0.21, -0.72, -0.54, -0.24, -0.71, -0.24, -0.53, 0.25, 0.28, 0.25, 0.21, 0.25, 0.21, 0.25, 0.28, -0.72, 0.39, 0.24, 0.24, 0.28, 0.23, 0.24, 0.28, -0.49, -0.41, 0.28, 0.27, 0.28, 0.28, -0.93, 0.78, -0.94, -0.36, -0.18, -0.16, -0.17, -0.12, -0.37, 0.77, -0.92, -0.92, 0.26, 0.27, 0.28, 0.22, 0.29, 0.25, 0.24, 0.26, 0.26, 0.22, 0.27, 0.25, 0.25, 0.28, 0.26, 0.24], "e_lumo_ev": [-11.25, -11.11], "energy_ha": -2801.153230, "multiplicity": 4, "total_charge": 3, "gap_ev": [5.95, 6.09], "largest_force_ha_per_bohr": 0.070, "s_squared": 3.755}